Entry 1:
Below is a molecular structure, C53H42ClF3N3O5PS3Sb2Zr, with properties calculated with wB97M-V/def2-TZVPD.

```
114
Properties=species:S:1:pos:R:3:lowdin_spin:R:1
Zr 0.572 1.338 -0.352 0.00
S 0.287 4.493 -3.713 0.86
Sb 0.781 4.396 -1.444 0.03
S 2.389 2.543 -1.590 0.04
S -1.214 3.015 -0.941 0.06
O -1.783 3.496 4.759 0.00
C -1.976 2.203 4.832 0.00
O -2.509 1.671 5.768 0.00
C -1.483 1.350 3.688 0.00
C -1.609 -0.040 3.670 0.00
Cl -2.294 -0.966 4.901 0.00
N -1.051 -0.504 2.517 0.00
N -0.570 0.527 1.786 0.00
C -0.815 1.642 2.485 0.00
C -0.201 2.916 2.007 0.00
O -0.453 3.990 2.524 0.00
O 0.669 2.745 1.071 0.00
C -0.824 -1.830 2.085 0.00
C -1.536 -2.910 2.601 0.00
C -1.226 -4.198 2.198 0.00
C -0.225 -4.428 1.270 0.00
C 0.449 -3.351 0.719 0.00
C 0.161 -2.059 1.123 0.00
H -1.338 3.834 3.937 0.00
H -2.328 -2.749 3.308 0.00
H -1.776 -5.024 2.618 0.00
H 0.031 -5.433 0.977 0.00
H 1.227 -3.521 -0.011 0.00
H 0.725 -1.219 0.718 0.00
C 0.347 0.983 -3.561 0.00
C 1.222 -0.253 -3.747 0.00
C 0.756 -0.962 -5.021 0.00
C 1.118 -1.172 -2.510 0.00
C 1.884 -2.491 -2.706 0.00
O 2.907 -2.443 -1.732 0.00
C 2.788 -1.322 -1.019 0.00
N 1.763 -0.577 -1.310 0.00
C 3.860 -1.197 -0.015 0.00
C 4.888 -2.150 -0.118 0.00
C 5.932 -2.199 0.783 0.00
C 5.979 -1.299 1.837 0.00
C 4.992 -0.339 1.942 0.00
C 3.945 -0.255 1.024 0.00
P 2.747 1.109 1.277 0.00
C 2.491 0.928 3.086 0.00
C 1.931 -0.273 3.525 0.00
C 1.599 -0.453 4.854 0.00
C 1.844 0.559 5.770 0.00
C 2.440 1.737 5.351 0.00
C 2.755 1.929 4.015 0.00
C 3.820 2.593 1.142 0.00
C 5.086 2.512 0.563 0.00
C 5.851 3.653 0.389 0.00
C 5.368 4.891 0.773 0.00
C 4.105 4.985 1.336 0.00
C 3.333 3.849 1.513 0.00
H -0.687 0.752 -3.821 0.00
H 0.688 1.792 -4.206 0.00
H 0.388 1.339 -2.512 0.00
H 2.273 0.040 -3.857 0.00
H -0.274 -1.293 -4.909 0.00
H 1.358 -1.824 -5.289 0.00
H 0.807 -0.264 -5.852 0.00
H 0.057 -1.377 -2.301 0.00
H 2.361 -2.577 -3.682 0.00
H 1.266 -3.377 -2.541 0.00
H 4.872 -2.860 -0.929 0.00
H 6.703 -2.944 0.669 0.00
H 6.781 -1.336 2.560 0.00
H 5.028 0.384 2.747 0.00
H 1.785 -1.083 2.821 0.00
H 1.154 -1.385 5.171 0.00
H 1.578 0.427 6.807 0.00
H 2.671 2.512 6.065 0.00
H 3.226 2.851 3.711 0.00
H 5.472 1.563 0.224 0.00
H 6.828 3.571 -0.062 0.00
H 5.963 5.779 0.630 0.00
H 3.712 5.944 1.636 0.00
H 2.343 3.964 1.932 0.00
F -2.743 -5.960 -2.902 0.00
C -2.647 -4.667 -2.557 0.00
C -2.668 -4.326 -1.217 0.00
C -2.558 -2.992 -0.873 0.00
C -2.422 -2.015 -1.841 0.00
C -2.383 -2.385 -3.178 0.00
C -2.512 -3.710 -3.548 0.00
Sb -2.174 0.062 -1.232 0.00
C -3.984 0.140 -0.047 0.00
C -5.058 0.889 -0.509 0.00
C -6.275 0.854 0.144 0.00
C -6.395 0.093 1.293 0.00
F -7.571 0.036 1.929 0.00
C -5.322 -0.614 1.805 0.00
C -4.119 -0.592 1.124 0.00
C -3.215 0.764 -3.018 0.00
C -2.843 1.902 -3.721 0.00
C -3.515 2.260 -4.881 0.00
C -4.567 1.476 -5.317 0.00
F -5.199 1.803 -6.452 0.00
C -4.988 0.363 -4.608 0.00
C -4.306 0.014 -3.458 0.00
H -2.784 -5.086 -0.463 0.00
H -2.594 -2.711 0.166 0.00
H -2.286 -1.626 -3.943 0.00
H -2.523 -4.011 -4.583 0.00
H -4.951 1.501 -1.393 0.00
H -7.124 1.399 -0.239 0.00
H -5.435 -1.181 2.715 0.00
H -3.294 -1.169 1.516 0.00
H -2.039 2.545 -3.381 0.01
H -3.225 3.135 -5.442 0.00
H -5.834 -0.211 -4.954 0.00
H -4.628 -0.852 -2.896 0.00
```

## Properties
2S+1: 2
DFT total energy in Eh: -5408.55416
Net charge: +1

---

Entry 2:
Below is a molecular structure, C53H42N2O3P2Re, with properties calculated with wB97M-V/def2-TZVPD.

```
103
Properties=species:S:1:pos:R:3:lowdin_spin:R:1
Re -0.445 -0.503 0.101 0.78
O -1.936 -0.523 1.358 0.08
C -2.983 -1.353 1.470 0.00
C -3.747 -1.277 2.635 0.01
C -4.837 -2.106 2.799 0.00
C -5.205 -3.015 1.803 0.01
C -4.471 -3.076 0.643 0.00
C -3.344 -2.253 0.454 0.00
C -2.652 -2.341 -0.797 0.01
N -1.559 -1.722 -1.113 0.00
N -1.115 -1.950 -2.417 0.01
C 0.065 -1.446 -2.563 0.01
O 0.668 -0.794 -1.596 0.06
C 0.813 -1.622 -3.822 0.00
C 0.222 -2.256 -4.915 0.00
C 0.946 -2.417 -6.083 0.00
C 2.254 -1.957 -6.167 0.00
C 2.845 -1.331 -5.078 0.00
C 2.126 -1.162 -3.905 0.00
H -3.460 -0.563 3.395 0.00
H -5.415 -2.046 3.712 0.00
H -6.065 -3.655 1.940 0.00
H -4.751 -3.763 -0.146 0.00
H -3.077 -2.957 -1.585 0.00
H -0.796 -2.611 -4.839 0.00
H 0.490 -2.905 -6.934 0.00
H 2.815 -2.090 -7.082 0.00
H 3.867 -0.981 -5.143 0.00
H 2.579 -0.680 -3.048 0.00
C 1.075 3.503 4.694 0.00
C 0.110 2.358 4.325 0.00
C -0.846 2.084 5.495 0.00
C -0.676 2.776 3.096 0.00
C -1.494 3.909 3.118 0.00
C -2.160 4.369 1.994 0.00
C -2.008 3.709 0.781 0.00
C -1.207 2.577 0.724 0.00
P -0.912 1.645 -0.787 0.01
C -2.372 1.776 -1.815 0.00
C -3.530 1.124 -1.385 0.00
C -4.692 1.226 -2.127 0.00
C -4.702 1.976 -3.299 0.00
C -3.557 2.633 -3.721 0.00
C -2.387 2.541 -2.979 0.00
C 0.512 2.370 -1.612 0.01
C 0.890 1.910 -2.875 0.00
C 2.025 2.417 -3.481 0.00
C 2.794 3.374 -2.828 0.00
C 2.426 3.829 -1.570 0.00
C 1.284 3.330 -0.959 0.00
C -0.582 2.131 1.882 0.00
O 0.172 0.952 1.728 0.01
C 0.968 0.512 2.791 0.00
C 1.798 -0.563 2.494 0.00
C 2.631 -1.078 3.480 0.00
C 2.604 -0.512 4.746 0.00
C 1.769 0.565 5.001 0.00
C 0.935 1.120 4.030 0.00
P 1.697 -1.193 0.820 -0.01
C 3.250 -1.128 -0.037 0.00
C 3.595 0.064 -0.675 0.00
C 4.821 0.162 -1.309 0.00
C 5.693 -0.921 -1.308 0.00
C 5.347 -2.106 -0.674 0.00
C 4.122 -2.216 -0.033 0.00
C 0.923 -2.812 0.814 0.00
C -0.010 -3.103 1.821 0.00
C -0.825 -4.220 1.699 0.00
C -0.711 -5.039 0.586 0.00
C 0.216 -4.753 -0.415 0.00
C 1.027 -3.641 -0.313 0.01
H 0.519 4.414 4.911 0.00
H 1.769 3.708 3.877 0.00
H 1.655 3.243 5.579 0.00
H -1.427 2.973 5.740 0.00
H -0.296 1.808 6.394 0.00
H -1.540 1.277 5.255 0.00
H -1.606 4.454 4.047 0.00
H -2.787 5.247 2.060 0.00
H -2.514 4.059 -0.110 0.00
H -3.528 0.555 -0.463 0.00
H -5.591 0.727 -1.793 0.00
H -5.611 2.052 -3.881 0.00
H -3.571 3.224 -4.627 0.00
H -1.500 3.066 -3.307 0.00
H 0.301 1.159 -3.389 0.00
H 2.311 2.064 -4.463 0.00
H 3.678 3.774 -3.307 0.00
H 3.018 4.583 -1.069 0.00
H 0.991 3.699 0.016 0.00
H 3.290 -1.909 3.259 0.00
H 3.235 -0.902 5.532 0.00
H 1.778 1.001 5.992 0.00
H 2.901 0.898 -0.695 0.00
H 5.095 1.082 -1.808 0.00
H 6.651 -0.839 -1.804 0.00
H 6.029 -2.945 -0.678 0.00
H 3.850 -3.142 0.460 0.00
H -0.083 -2.466 2.694 0.00
H -1.542 -4.452 2.475 0.00
H -1.344 -5.912 0.497 0.00
H 0.298 -5.398 -1.280 0.00
H 1.728 -3.403 -1.104 0.00
```

## Properties
2S+1: 2
DFT total energy in Eh: -3140.69497
Net charge: +2

---

Entry 3:
Below is a molecular structure, C53H43AuN4PSb, with properties calculated with wB97M-V/def2-TZVPD.

```
103
Properties=species:S:1:pos:R:3:lowdin_spin:R:1
Au -0.311 -0.313 0.014 0.45
C 0.262 -2.605 5.219 0.05
C 0.332 -3.239 3.985 0.00
C 0.640 -2.515 2.847 0.05
C 0.921 -1.153 2.951 0.03
C 0.850 -0.511 4.192 0.05
C 0.514 -1.242 5.318 0.00
N 1.176 -0.440 1.773 0.49
C 2.232 0.381 1.655 0.02
C 3.271 0.490 2.618 0.12
C 4.311 1.366 2.420 -0.03
C 4.382 2.153 1.265 0.15
C 3.418 2.034 0.277 -0.01
C 2.366 1.157 0.462 0.10
N 1.388 0.931 -0.520 0.03
N 1.521 1.489 -1.620 0.10
C 0.535 1.176 -2.583 0.01
C 0.692 1.742 -3.834 0.02
C -0.248 1.440 -4.812 0.00
C -1.295 0.599 -4.487 0.02
C -1.380 0.085 -3.196 0.01
N -0.482 0.365 -2.260 0.09
H 0.008 -3.171 6.105 0.00
H 0.140 -4.301 3.907 0.00
H 0.694 -2.997 1.880 0.00
H 1.020 0.556 4.258 0.00
H 0.448 -0.746 6.277 0.00
H 3.254 -0.147 3.489 0.01
H 5.097 1.435 3.160 0.00
H 5.208 2.837 1.130 0.01
H 3.472 2.613 -0.634 0.00
H 1.535 2.394 -4.017 0.00
H -0.156 1.855 -5.806 0.00
H -2.051 0.334 -5.213 0.00
H -2.201 -0.558 -2.908 0.00
C -4.241 4.518 -2.903 0.00
C -2.981 3.982 -3.130 0.00
C -2.297 3.361 -2.095 0.00
C -2.855 3.286 -0.820 0.01
C -4.119 3.826 -0.601 0.00
C -4.808 4.439 -1.640 0.00
Sb -1.838 2.272 0.747 0.03
C -3.086 2.852 2.355 0.01
C -4.186 2.057 2.664 0.00
C -5.080 2.452 3.650 0.00
C -4.875 3.642 4.332 0.00
C -3.782 4.441 4.023 0.00
C -2.890 4.052 3.034 0.00
C -0.166 3.538 1.113 0.01
C 0.482 3.414 2.343 0.00
C 1.585 4.199 2.642 0.00
C 2.072 5.095 1.700 0.00
C 1.447 5.209 0.466 0.00
C 0.328 4.437 0.174 0.00
H -4.777 5.003 -3.708 0.00
H -2.531 4.052 -4.112 0.00
H -1.312 2.953 -2.289 0.00
H -4.571 3.784 0.383 0.00
H -5.786 4.864 -1.458 0.00
H -4.360 1.125 2.136 0.00
H -5.937 1.833 3.882 0.00
H -5.569 3.952 5.101 0.00
H -3.628 5.375 4.547 0.00
H -2.052 4.693 2.792 0.00
H 0.101 2.727 3.094 0.00
H 2.059 4.118 3.612 0.00
H 2.927 5.716 1.933 0.00
H 1.815 5.920 -0.263 0.00
H -0.173 4.570 -0.778 0.00
C -5.030 -1.240 -3.078 0.01
C -4.307 -2.421 -2.999 0.00
C -3.425 -2.632 -1.945 0.01
C -3.279 -1.656 -0.962 0.01
C -4.027 -0.478 -1.034 0.01
C -4.894 -0.268 -2.092 0.00
P -2.072 -1.821 0.371 0.08
C -1.437 -3.509 0.317 0.02
C -0.431 -3.808 -0.604 0.01
C 0.077 -5.094 -0.689 0.00
C -0.411 -6.086 0.151 0.01
C -1.406 -5.792 1.073 0.00
C -1.923 -4.507 1.158 0.01
C -3.018 -1.597 1.886 0.01
C -2.478 -0.955 2.994 0.00
C -3.207 -0.865 4.170 0.00
C -4.481 -1.408 4.239 0.00
C -5.037 -2.030 3.126 0.00
C -4.312 -2.124 1.951 0.00
H -5.714 -1.081 -3.901 0.00
H -4.431 -3.186 -3.754 0.00
H -2.861 -3.555 -1.891 0.00
H -3.938 0.274 -0.258 0.00
H -5.463 0.651 -2.145 0.00
H -0.037 -3.033 -1.254 0.00
H 0.855 -5.321 -1.405 0.00
H -0.013 -7.090 0.089 0.00
H -1.784 -6.565 1.729 0.00
H -2.689 -4.287 1.889 0.00
H -1.494 -0.510 2.940 0.00
H -2.782 -0.358 5.026 0.00
H -5.050 -1.339 5.156 0.00
H -6.037 -2.439 3.175 0.00
H -4.754 -2.601 1.084 0.00
```

## Properties
2S+1: 3
DFT total energy in Eh: -2981.23606
Net charge: +2

---

Entry 4:
Below is a molecular structure, C53H43IrN3OP2, with properties calculated with wB97M-V/def2-TZVPD.

```
103
Properties=species:S:1:pos:R:3:lowdin_charge:R:1
Ir 0.974 -0.547 -0.548 1.15
C 3.477 -0.268 -2.844 -0.03
C 3.974 -0.712 -1.503 -0.29
C 5.312 -1.034 -1.314 0.02
C 5.755 -1.409 -0.061 0.01
C 4.863 -1.423 1.002 0.03
C 3.547 -1.087 0.765 -0.19
N 3.109 -0.773 -0.477 0.00
C 2.524 -0.993 1.818 -0.23
C 2.710 -1.333 3.119 0.00
C 1.620 -1.213 4.020 -0.02
C 0.442 -0.684 3.613 0.02
C 0.296 -0.201 2.274 -0.20
N 1.316 -0.487 1.392 -0.03
C -0.801 0.515 1.827 -0.23
C -2.097 0.536 2.429 -0.02
C -3.219 0.736 1.716 -0.03
C -3.321 0.774 0.240 -0.08
C -0.842 0.334 -0.563 -0.45
C -0.864 0.895 -1.988 -0.02
N -0.745 1.205 0.558 -0.15
H 4.044 0.603 -3.175 0.10
H 2.422 0.007 -2.826 0.05
H 3.616 -1.043 -3.599 0.09
H 5.993 -0.987 -2.153 0.14
H 6.792 -1.673 0.095 0.13
H 5.195 -1.679 1.996 0.13
H 3.662 -1.706 3.464 0.12
H 1.745 -1.528 5.047 0.13
H -0.379 -0.566 4.304 0.12
H -2.193 0.358 3.493 0.13
H -4.181 0.727 2.213 0.14
H -4.243 0.297 -0.056 0.11
H -1.868 0.966 -2.401 0.11
H -0.312 0.213 -2.657 0.08
H -0.398 1.877 -2.058 0.08
O -2.259 -0.326 -0.375 -0.07
C -3.297 2.044 -0.579 -0.17
C -4.367 2.208 -1.453 0.01
C -4.525 3.370 -2.200 -0.01
C -3.603 4.395 -2.089 -0.01
C -2.518 4.250 -1.234 -0.03
C -2.366 3.095 -0.480 -0.24
P -0.949 2.870 0.577 1.11
C 0.504 3.716 -0.033 -0.29
C 0.577 5.094 0.198 -0.07
C 1.675 5.812 -0.246 -0.03
C 2.713 5.161 -0.899 -0.03
C 2.657 3.789 -1.107 -0.05
C 1.554 3.070 -0.679 -0.08
C -1.233 3.475 2.219 -0.31
C -0.165 3.497 3.120 -0.07
C -0.366 3.996 4.395 -0.04
C -1.615 4.490 4.757 -0.03
C -2.669 4.487 3.852 -0.04
C -2.484 3.972 2.579 -0.06
C -2.515 -1.691 -0.014 -0.17
C -3.822 -2.031 0.303 0.01
C -4.145 -3.325 0.685 -0.01
C -3.173 -4.304 0.756 -0.02
C -1.883 -3.978 0.388 -0.04
C -1.521 -2.681 -0.004 -0.25
P 0.098 -2.537 -0.768 0.97
C 1.126 -3.847 -0.114 -0.35
C 1.681 -4.826 -0.939 -0.06
C 2.489 -5.808 -0.386 -0.04
C 2.743 -5.817 0.978 -0.03
C 2.186 -4.845 1.802 -0.04
C 1.382 -3.858 1.261 -0.10
C -0.134 -2.701 -2.541 -0.35
C 0.983 -2.512 -3.366 -0.12
C 0.844 -2.554 -4.744 -0.04
C -0.407 -2.781 -5.303 -0.03
C -1.518 -2.967 -4.489 -0.03
C -1.389 -2.920 -3.110 -0.05
H -5.104 1.420 -1.552 0.13
H -5.372 3.468 -2.865 0.13
H -3.718 5.302 -2.667 0.13
H -1.783 5.042 -1.170 0.11
H -0.209 5.606 0.741 0.12
H 1.728 6.877 -0.068 0.13
H 3.574 5.723 -1.234 0.13
H 3.476 3.282 -1.600 0.11
H 1.528 1.996 -0.838 0.06
H 0.814 3.138 2.826 0.12
H 0.452 4.018 5.102 0.12
H -1.763 4.894 5.749 0.13
H -3.631 4.888 4.137 0.12
H -3.305 3.965 1.873 0.12
H -4.633 -1.327 0.256 0.12
H -5.174 -3.555 0.926 0.13
H -3.418 -5.310 1.064 0.13
H -1.127 -4.751 0.383 0.12
H 1.463 -4.850 -1.997 0.11
H 2.908 -6.577 -1.021 0.12
H 3.367 -6.591 1.404 0.12
H 2.371 -4.868 2.868 0.12
H 0.932 -3.114 1.909 0.10
H 1.963 -2.366 -2.927 0.08
H 1.707 -2.424 -5.381 0.12
H -0.516 -2.822 -6.378 0.13
H -2.485 -3.162 -4.931 0.12
H -2.260 -3.078 -2.486 0.11
```

## Properties
DFT total energy in Eh: -3071.11767
Net charge: +3